Entry 1:
The following is a DFT calculation (the ωB97M-V functional and the def2-TZVPD basis) of a molecular structure, C34H40F10N3Ti in a non-equilibrium geometry.

Output
HOMO-LUMO gap (alpha / beta)	7.47 / 7.88	eV
largest force on an atom	1.04	eV/Å
LUMO energy (alpha / beta)	0.037 / 0.237	eV
E_HOMO (alpha / beta)	-0.2730 / -0.2810	hartree

Geometry as ORCA input:
```
! wB97M-V def2-TZVPD RIJCOSX def2/J DEFGRID3
* xyz 0 2
Ti -0.235 0.218 -0.044
C 2.753 -2.074 -0.992
N 1.458 -1.819 -0.330
C 1.726 -2.097 1.093
C 0.585 -1.962 2.054
N -0.205 -0.754 1.820
C -1.229 -0.543 2.730
C -1.570 -1.248 3.894
F -0.879 -2.319 4.315
C -2.640 -0.887 4.697
F -2.885 -1.590 5.795
C -3.453 0.178 4.396
F -4.476 0.509 5.176
C -3.168 0.889 3.256
F -3.920 1.923 2.895
C -2.100 0.509 2.490
F -1.853 1.216 1.365
C 0.510 -2.745 -0.988
C -0.956 -2.614 -0.680
N -1.401 -1.228 -0.802
C -2.766 -1.009 -0.918
C -3.827 -1.920 -0.914
F -3.635 -3.231 -0.712
C -5.143 -1.524 -1.079
F -6.103 -2.445 -1.059
C -5.486 -0.204 -1.246
F -6.756 0.161 -1.398
C -4.476 0.729 -1.239
F -4.745 2.021 -1.384
C -3.185 0.306 -1.073
F -2.208 1.242 -1.056
H 3.059 -3.107 -0.791
H 3.521 -1.405 -0.612
H 2.675 -1.949 -2.065
H 2.518 -1.411 1.387
H 2.129 -3.113 1.201
H 1.040 -1.955 3.042
H -0.037 -2.854 2.015
H 0.807 -3.784 -0.801
H 0.626 -2.564 -2.054
H -1.196 -3.022 0.298
H -1.443 -3.255 -1.408
C 0.778 2.273 0.247
C 0.993 1.720 -1.099
C 0.062 2.519 -1.952
C -0.563 3.439 -1.152
C -0.122 3.304 0.203
C -0.543 4.214 1.331
C -2.065 4.427 1.321
C 0.143 5.570 1.087
C -0.099 3.671 2.692
C -0.374 2.340 -3.418
C 0.594 3.034 -4.394
C -0.535 0.867 -3.826
C -1.736 3.023 -3.637
C 2.517 1.623 -1.443
C 3.089 3.035 -1.652
C 2.814 0.796 -2.697
C 3.289 1.050 -0.241
H 1.415 2.082 1.094
H -1.363 4.101 -1.466
H -2.392 4.910 0.392
H -2.356 5.076 2.156
H -2.607 3.482 1.420
H -0.141 5.986 0.112
H 1.233 5.462 1.106
H -0.150 6.284 1.866
H -0.458 2.652 2.861
H -0.492 4.305 3.492
H 0.993 3.663 2.779
H 1.561 2.540 -4.470
H 0.763 4.074 -4.095
H 0.149 3.039 -5.396
H 0.421 0.358 -3.916
H -1.034 0.812 -4.799
H -1.140 0.314 -3.112
H -1.656 4.114 -3.551
H -2.495 2.679 -2.926
H -2.086 2.800 -4.650
H 2.654 3.527 -2.523
H 4.178 2.990 -1.792
H 2.882 3.659 -0.773
H 2.609 1.360 -3.608
H 2.203 -0.101 -2.723
H 3.873 0.509 -2.731
H 3.423 1.808 0.535
H 4.286 0.729 -0.554
H 2.779 0.203 0.209
*
```

=====

Entry 2:
The following is a DFT calculation (the ωB97M-V functional and the def2-TZVPD basis) of a molecular structure, C34H40N4O2OsP2 in a non-equilibrium geometry.

Output
HOMO-LUMO gap (alpha / beta)	6.24 / 2.73	eV
largest force on an atom	6.34	eV/Å
LUMO energy (alpha / beta)	-5.920 / -9.424	eV
E_HOMO (alpha / beta)	-0.4467 / -0.4467	hartree

Geometry as ORCA input:
```
! wB97M-V def2-TZVPD RIJCOSX def2/J DEFGRID3
* xyz 2 5
Os 0.192 0.514 0.838
C -3.430 -1.748 2.257
C -2.264 -2.222 1.764
C -1.681 -2.059 0.348
C -2.300 -0.995 -0.561
C -1.757 0.425 -0.231
C -2.158 1.038 0.991
C -3.571 0.733 1.567
C -4.238 -0.674 1.575
C 1.378 1.810 1.780
H -3.768 -2.037 3.264
H -1.499 -2.609 2.473
H -1.733 -2.969 -0.230
H -0.586 -1.832 0.479
H -2.082 -1.295 -1.577
H -3.393 -0.940 -0.484
H -1.598 1.094 -1.099
H -1.841 2.083 1.182
H -4.243 1.409 1.025
H -3.548 1.133 2.571
H -5.221 -0.551 2.054
H -4.538 -1.007 0.562
H 0.705 2.526 2.313
H 1.971 2.348 1.004
H 2.050 1.249 2.483
P 1.163 1.657 -0.717
P 0.832 -2.074 -1.570
N 0.406 3.021 -1.634
N 2.914 2.541 -0.997
N 0.547 -2.015 -3.453
N 2.032 -3.339 -1.723
C 1.304 0.518 -2.107
C 2.048 -0.732 -1.618
C 0.178 4.272 -1.059
C -0.143 5.163 -2.079
C -0.032 4.458 -3.312
C 0.353 3.154 -3.010
C 3.772 3.078 -0.055
C 4.886 3.615 -0.692
C 4.713 3.427 -2.084
C 3.490 2.764 -2.258
C -0.603 -2.560 -4.021
C -0.680 -2.231 -5.392
C 0.463 -1.397 -5.679
C 1.201 -1.305 -4.494
C 1.969 -4.443 -2.592
C 3.247 -4.984 -2.699
C 4.111 -4.246 -1.826
C 3.339 -3.258 -1.237
H 1.870 0.984 -2.928
H 0.259 0.402 -2.453
H 2.872 -0.929 -2.302
H 2.429 -0.651 -0.595
H 0.280 4.322 0.010
H -0.420 6.177 -1.908
H -0.205 4.866 -4.293
H 0.550 2.359 -3.729
H 3.519 2.983 0.997
H 5.715 4.075 -0.182
H 5.392 3.718 -2.870
H 3.079 2.402 -3.198
H -1.245 -3.186 -3.394
H -1.464 -2.524 -6.076
H 0.590 -0.927 -6.653
H 2.156 -0.794 -4.380
H 1.041 -4.743 -3.044
H 3.541 -5.813 -3.355
H 5.160 -4.425 -1.664
H 3.618 -2.483 -0.529
O 0.769 0.055 5.383
C -0.167 0.057 4.584
O -0.159 0.202 3.319
C -1.467 -0.258 5.416
C -2.720 0.175 4.973
C -3.899 -0.180 5.649
C -3.861 -0.914 6.838
C -2.607 -1.219 7.395
C -1.436 -0.916 6.699
H -2.783 0.808 4.092
H -4.883 0.053 5.239
H -4.783 -1.212 7.367
H -2.591 -1.762 8.351
H -0.509 -1.208 7.204
*
```

=====

Entry 3:
The following is a DFT calculation (the ωB97M-V functional and the def2-TZVPD basis) of a molecular structure, C34H41BrNOsSSi2.

Output
HOMO-LUMO gap	6.64	eV
largest force on an atom	0.32	eV/Å
LUMO energy	-4.100	eV
E_HOMO	-0.3946	hartree

Geometry as ORCA input:
```
! wB97M-V def2-TZVPD RIJCOSX def2/J DEFGRID3
* xyz 1 1
Os -1.022 0.283 0.290
C 1.916 0.272 -4.582
C 3.317 0.137 -3.985
C 3.938 -1.166 -4.510
C 4.160 1.334 -4.449
C 3.294 0.100 -2.459
C 4.506 -0.044 -1.759
C 4.560 -0.009 -0.384
C 3.367 0.123 0.316
S 3.144 0.324 2.026
C 1.454 0.451 1.780
N 1.051 0.294 0.531
C 2.141 0.185 -0.343
C 2.121 0.224 -1.736
C 0.469 0.711 2.787
C 0.755 1.037 4.114
C -0.284 1.226 5.000
C -1.597 1.068 4.554
C -1.873 0.760 3.230
C -0.838 0.601 2.312
H 1.988 0.295 -5.669
H 1.424 1.195 -4.266
H 1.283 -0.578 -4.314
H 3.946 -1.159 -5.601
H 3.362 -2.032 -4.177
H 4.966 -1.293 -4.171
H 4.188 1.371 -5.539
H 5.188 1.267 -4.092
H 3.734 2.271 -4.085
H 5.432 -0.146 -2.308
H 5.507 -0.068 0.136
H 1.192 0.419 -2.241
H 1.784 1.128 4.444
H -0.086 1.483 6.031
H -2.417 1.201 5.248
H -2.908 0.666 2.922
Br -3.631 0.348 0.188
C -3.801 2.229 0.446
C -5.036 2.799 0.472
C -5.116 4.203 0.571
C -3.975 4.952 0.596
C -2.696 4.345 0.560
C -1.509 5.121 0.531
C -0.293 4.513 0.483
C -0.194 3.102 0.534
C -1.311 2.297 0.539
C -2.592 2.933 0.523
H -5.933 2.199 0.400
H -6.087 4.677 0.601
H -4.033 6.032 0.637
H -1.591 6.200 0.546
H 0.614 5.103 0.451
H 0.798 2.679 0.595
C -1.218 -0.640 -2.054
Si -1.331 -2.185 -0.881
C -2.984 -2.997 -1.179
C 0.037 -3.230 -1.588
C -1.331 -1.659 0.965
Si -0.572 -2.841 2.286
C -2.089 -3.776 2.866
C 0.303 -2.196 3.799
C 0.634 -4.060 1.530
H -1.990 -0.903 -2.787
H -0.272 -0.649 -2.575
H -1.509 0.411 -1.811
H -3.065 -3.313 -2.222
H -3.832 -2.350 -0.958
H -3.072 -3.888 -0.554
H -0.079 -3.232 -2.676
H 0.014 -4.264 -1.251
H 1.019 -2.811 -1.360
H -2.393 -1.844 1.169
H -2.832 -3.101 3.297
H -1.821 -4.506 3.633
H -2.565 -4.320 2.045
H -0.287 -1.502 4.396
H 1.269 -1.745 3.572
H 0.498 -3.080 4.413
H 0.157 -4.778 0.863
H 1.080 -4.630 2.349
H 1.452 -3.575 0.991
*
```

=====

Entry 4:
The following is a DFT calculation (the ωB97M-V functional and the def2-TZVPD basis) of 3 unconnected molecules or ions with the total composition C34H41N2O6PS in a non-equilibrium geometry.

Output
SMILES	CCOC(=O)CCCN1c2ccc(-c3ccncc3)cc2Sc2c1cccc2P(C)CC.O=C1CCCO1.O=C1CCCO1
HOMO-LUMO gap	7.90	eV
largest force on an atom	1.39	eV/Å
LUMO energy	0.421	eV
E_HOMO	-0.2749	hartree

Geometry as ORCA input:
```
! wB97M-V def2-TZVPD RIJCOSX def2/J DEFGRID3
* xyz 0 1
C -6.754 -2.491 -2.890
C -5.610 -2.663 -3.865
O -4.599 -1.651 -3.745
C -3.932 -1.705 -2.553
O -4.166 -0.914 -1.705
C -2.877 -2.771 -2.408
C -1.590 -2.159 -1.784
C -1.655 -2.332 -0.285
N -0.460 -1.807 0.465
C 0.217 -0.747 -0.207
C 1.326 -1.055 -0.993
C 2.016 -0.056 -1.669
C 1.640 1.279 -1.562
C 2.348 2.375 -2.257
C 3.427 3.048 -1.705
C 4.013 4.084 -2.403
N 3.651 4.506 -3.615
C 2.611 3.843 -4.127
C 1.934 2.813 -3.508
C 0.529 1.598 -0.776
C -0.163 0.587 -0.117
S -1.562 1.021 0.881
C -1.378 -0.214 2.152
C -0.863 -1.458 1.794
C -0.750 -2.435 2.781
C -1.123 -2.152 4.086
C -1.605 -0.898 4.439
C -1.748 0.093 3.466
P -2.383 1.776 3.800
C -3.096 1.688 5.492
C -0.859 2.814 3.945
C -1.017 4.080 3.088
H -7.426 -3.338 -3.009
H -6.406 -2.491 -1.862
H -7.278 -1.566 -3.101
H -5.143 -3.643 -3.727
H -5.954 -2.620 -4.892
H -3.303 -3.497 -1.717
H -2.667 -3.224 -3.369
H -0.772 -2.721 -2.221
H -1.574 -1.118 -2.086
H -1.688 -3.406 -0.093
H -2.571 -1.920 0.131
H 1.645 -2.081 -1.079
H 2.872 -0.308 -2.280
H 3.812 2.766 -0.737
H 4.839 4.611 -1.941
H 2.286 4.152 -5.111
H 1.087 2.355 -3.995
H 0.207 2.622 -0.664
H -0.374 -3.415 2.532
H -1.038 -2.908 4.853
H -1.878 -0.656 5.454
H -2.352 1.403 6.238
H -3.909 0.970 5.483
H -3.466 2.676 5.742
H 0.014 2.259 3.613
H -0.686 3.105 4.980
H -0.052 4.519 2.843
H -1.614 4.831 3.596
H -1.499 3.781 2.163
O 2.134 5.252 4.756
C 2.797 4.855 3.845
C 3.547 5.702 2.834
C 3.847 4.697 1.722
C 3.921 3.386 2.495
O 3.002 3.541 3.590
H 4.455 6.081 3.306
H 2.931 6.530 2.496
H 4.752 4.913 1.155
H 3.011 4.666 1.021
H 4.916 3.200 2.904
H 3.618 2.525 1.903
O -0.141 -4.507 -3.446
C 0.921 -4.845 -3.010
C 2.027 -5.589 -3.734
C 2.910 -6.070 -2.583
C 2.664 -4.998 -1.530
O 1.308 -4.565 -1.745
H 2.546 -4.885 -4.385
H 1.616 -6.403 -4.323
H 3.960 -6.182 -2.842
H 2.548 -7.033 -2.221
H 3.324 -4.136 -1.652
H 2.756 -5.370 -0.512
*
```

=====

Entry 5:
The following is a DFT calculation (the ωB97M-V functional and the def2-TZVPD basis) of a molecular structure, C34H42BrCrF3N3OSSb in a non-equilibrium geometry.

Output
HOMO-LUMO gap (alpha / beta)	7.31 / 7.53	eV
largest force on an atom	1.79	eV/Å
LUMO energy (alpha / beta)	-0.213 / -0.271	eV
E_HOMO (alpha / beta)	-0.2764 / -0.2867	hartree

Geometry as ORCA input:
```
! wB97M-V def2-TZVPD RIJCOSX def2/J DEFGRID3
* xyz 0 5
Cr -1.114 1.013 0.401
Br -3.305 1.827 1.789
C -2.328 2.452 3.307
C -3.004 2.876 4.420
C -2.319 3.230 5.581
C -0.952 3.187 5.621
C -0.226 2.799 4.477
C 1.187 2.759 4.512
C 1.909 2.385 3.410
C 1.186 2.043 2.254
C -0.176 1.948 2.111
C -0.918 2.418 3.262
H -4.090 2.960 4.370
H -2.859 3.459 6.468
H -0.427 3.426 6.531
H 1.694 2.925 5.453
H 2.973 2.368 3.451
H 1.796 1.744 1.385
F -2.925 -2.300 -3.304
C -3.881 -1.413 -3.680
F -3.293 -0.467 -4.408
F -4.763 -2.043 -4.461
C -4.604 -0.870 -2.487
C -5.925 -1.173 -2.239
C -6.552 -0.785 -1.057
C -5.818 -0.069 -0.162
N -4.539 0.274 -0.372
C -3.934 -0.119 -1.492
S -2.289 0.434 -1.741
H -6.506 -1.733 -2.970
H -7.596 -0.967 -0.912
H -6.251 0.346 0.773
C 1.544 3.119 -3.034
C 2.351 2.403 -1.960
C 2.425 3.290 -0.707
C 3.746 2.216 -2.529
Sb 1.373 0.511 -1.318
C 2.912 -0.511 -0.093
C 3.708 -1.545 -0.858
C 3.978 0.347 0.636
C 2.024 -1.208 0.958
C 1.182 -0.630 -3.172
C 0.607 -1.985 -2.819
C 2.495 -0.827 -3.912
C 0.191 -0.025 -4.185
H 1.887 4.161 -3.073
H 0.490 3.141 -2.773
H 1.674 2.660 -4.021
H 2.754 4.269 -1.053
H 3.173 2.899 0.001
H 1.478 3.384 -0.130
H 4.099 3.221 -2.749
H 3.737 1.670 -3.441
H 4.445 1.752 -1.833
H 4.490 -1.114 -1.450
H 3.100 -2.225 -1.485
H 4.168 -2.194 -0.105
H 4.733 0.724 -0.047
H 4.466 -0.385 1.323
H 3.630 1.208 1.222
H 1.323 -1.900 0.496
H 1.448 -0.487 1.555
H 2.658 -1.854 1.604
H 1.227 -2.557 -2.148
H 0.462 -2.550 -3.727
H -0.369 -1.889 -2.340
H 3.356 -1.109 -3.265
H 2.713 0.074 -4.440
H 2.401 -1.690 -4.628
H -0.845 0.008 -3.839
H 0.198 -0.671 -5.081
H 0.444 0.998 -4.487
N -0.576 -5.216 3.790
C -0.279 -4.959 2.481
O 0.205 -5.765 1.723
C -0.603 -3.579 2.057
C -0.489 -2.499 2.907
C -0.877 -1.268 2.434
N -1.354 -1.056 1.192
C -1.487 -2.110 0.401
C -1.100 -3.374 0.768
H -0.388 -6.139 4.153
H -1.098 -4.566 4.329
H -0.103 -2.616 3.909
H -0.804 -0.379 3.042
H -1.828 -1.919 -0.620
H -1.247 -4.191 0.048
*
```